No. 1
C33H40F9N4O2ReTe | the ωB97M-V functional and the def2-TZVPD basis

```
! wB97M-V def2-TZVPD RIJCOSX def2/J DEFGRID3
* xyz 2 3
N 3.82 -1.29 2.83
H 2.17 2.36 2.00
H -3.00 -3.82 1.01
H -4.78 -4.37 -1.97
F 2.27 -3.51 -2.49
F 1.39 -1.66 -1.78
C 3.22 1.28 -2.91
C 0.95 0.68 4.07
C 1.79 3.02 -2.03
C -3.16 -3.30 -1.06
O 1.86 -2.18 0.83
C -3.58 1.53 1.53
H -4.00 -5.24 -0.64
H 3.12 3.94 -5.00
C 2.18 0.95 -0.71
C 2.11 -4.47 0.49
H 3.84 -2.24 2.47
C -1.78 -0.99 -0.35
H -2.88 1.87 2.29
H 1.65 -1.49 5.41
H 4.01 -2.18 4.76
H -4.59 1.69 1.93
H -0.75 3.90 -2.94
H -1.63 -0.77 -3.72
C 2.11 1.66 3.94
C -5.56 4.87 -1.62
H 2.92 1.40 4.62
C -2.77 -3.08 0.25
C -3.43 2.31 0.24
F 4.12 -2.07 -1.44
C -1.17 2.90 -2.83
O 3.21 0.40 -0.19
C 3.49 -1.36 4.27
C -4.46 3.17 -0.10
F 2.24 -5.46 -0.37
C -2.28 2.94 -1.82
H -3.31 4.35 -3.03
F 0.41 -3.56 -1.41
H -5.16 5.86 -1.83
H 3.68 0.31 -2.79
H -5.31 3.24 0.56
H -2.51 -2.12 2.73
H 4.76 -0.94 2.69
H -0.38 2.22 -2.54
C -2.14 -1.19 -1.69
Te -0.91 0.84 0.29
C -3.35 3.79 -2.11
F 0.88 -4.53 1.03
Re 2.30 -0.29 1.56
C 3.89 -2.92 -0.44
H -0.86 -2.53 2.27
H -6.07 4.52 -2.52
H 3.80 -0.44 4.77
C -1.76 -0.23 -2.78
H 0.67 0.59 5.13
H -3.48 0.46 1.38
H -3.20 -5.09 -2.21
C 2.35 -3.05 -0.12
F 4.44 -4.08 -0.75
C -2.33 2.20 -0.64
F 4.55 -2.44 0.64
N 2.64 1.64 2.54
C -2.84 -2.33 -2.01
H 1.64 4.79 -3.23
C 2.07 3.80 -3.14
H -1.56 2.61 -3.80
C 3.49 2.06 -4.01
C 2.34 1.75 -1.92
H 1.18 3.41 -1.22
H -2.54 0.52 -2.93
H 0.09 1.08 3.52
C -4.44 3.93 -1.27
N 1.26 -0.64 3.48
C -1.68 -1.83 2.09
H -6.29 4.94 -0.82
C -3.83 -4.57 -1.48
H -1.37 -0.82 2.35
F 2.98 -4.65 1.51
C 2.91 3.32 -4.13
H -0.82 0.26 -2.55
H 0.37 -1.09 3.28
H 1.76 2.66 4.21
H 3.62 1.89 2.54
H 1.77 -2.59 4.02
N 1.11 0.80 0.08
H -3.13 -2.49 -3.05
C 1.60 -2.96 -1.48
H 4.17 1.70 -4.78
C 1.99 -1.58 4.38
C -2.09 -1.94 0.64
*
```

Output
⟨S²⟩: 2.0083
F_max, eV/A: 1.4
Gap between HOMO and LUMO (spin up / spin down), hartree: 0.2960 / 0.2754
LUMO (spin up / spin down), eV: -5.9 / -5.9

---

No. 2
C33H40FINO7 | the ωB97M-V functional and the def2-TZVPD basis

```
! wB97M-V def2-TZVPD RIJCOSX def2/J DEFGRID3
* xyz 1 1
H 1.61 -2.03 -1.15
H -2.69 3.51 -0.57
H -7.13 -5.87 1.25
H 0.04 -2.80 -1.18
H 0.42 0.43 2.99
O 6.52 0.32 -0.12
C -2.26 4.43 -0.19
H -1.60 3.69 1.67
H -1.85 -1.78 -2.28
C -0.53 -0.13 -2.67
C 4.91 1.92 -0.74
H 0.06 2.34 2.03
C -2.86 -0.47 -3.66
I -4.89 -0.49 -2.93
H 5.65 2.56 3.03
H -2.38 -0.28 -1.60
H 4.73 2.15 0.30
O 3.91 2.74 -4.04
O 7.68 -1.32 3.89
H 7.63 1.27 3.82
C -2.37 -0.86 3.19
C 0.59 2.53 1.11
H 0.90 -2.70 0.35
C -0.01 -0.86 -0.26
C 1.07 1.25 0.42
H 1.60 -0.62 1.12
H -4.20 4.62 0.70
C 0.65 -0.13 0.93
O -0.18 3.28 0.19
C -7.28 -6.46 -0.78
H 5.50 -2.46 3.08
C -6.22 -3.90 -1.50
H 3.52 -1.18 2.30
H 3.51 3.30 -1.54
H 0.12 -0.79 -3.23
C 0.70 -2.18 -0.58
H -3.07 -0.27 3.78
H 2.15 1.28 0.42
H 5.72 0.93 -4.47
H -3.69 6.07 -0.13
H -2.69 0.48 -4.15
C -1.15 4.12 0.78
C 0.05 0.15 -1.34
H -2.97 -1.55 2.62
C 6.72 -0.70 3.51
C -0.04 -0.24 2.27
C -6.98 -5.62 0.20
C -6.42 -4.27 -0.08
H -2.81 -1.26 -4.39
C 5.93 0.88 -1.02
C 5.48 -1.38 3.05
C 4.44 0.79 2.60
H -1.01 -1.17 0.02
C 4.26 2.53 -1.73
H -0.62 0.80 -3.22
H -1.66 1.07 2.63
H -5.81 -2.92 -1.68
H -1.98 0.04 1.29
C 5.54 1.16 -3.43
H -6.37 -4.49 -3.53
O -7.35 -6.86 -3.10
O -6.14 -3.51 0.81
C 6.73 0.79 3.48
C 4.52 2.20 -3.15
C -1.94 -0.72 -2.48
F 0.24 -1.53 2.73
C 6.20 0.55 -2.44
C -7.08 -6.09 -2.21
C 4.43 -0.69 2.63
C -1.54 0.05 2.28
H 6.94 -0.22 -2.63
C -6.52 -4.74 -2.49
H 1.47 3.11 1.37
C 5.67 1.47 3.06
H -0.70 5.07 1.07
O 3.48 1.42 2.20
H -1.77 -1.43 3.89
H -1.87 4.96 -1.05
H 0.74 1.98 -1.64
H -7.69 -7.45 -0.60
C -3.35 5.26 0.50
H -2.96 5.69 1.41
N 0.62 1.21 -0.98
*
```

Output
F_max, eV/A: 1.6
Gap between HOMO and LUMO, hartree: 0.2866
LUMO, eV: -4.0

---

No. 3
C33H40FN6O10PSbScSe4 | the ωB97M-V functional and the def2-TZVPD basis

```
! wB97M-V def2-TZVPD RIJCOSX def2/J DEFGRID3
* xyz 0 1
O 2.67 -5.17 -3.26
O -1.40 -3.49 -2.47
P -2.55 -3.83 0.97
H -4.40 -3.31 -0.46
Sc -1.53 -1.12 -0.22
H -4.66 2.43 0.64
N -2.93 3.30 1.36
H -3.10 5.33 1.75
H 3.89 -5.09 0.55
C -3.40 4.63 0.97
C 1.28 5.65 1.23
H -0.13 2.06 -4.33
H -3.63 -4.09 3.06
C -3.77 -4.18 -0.28
C -0.25 1.00 -4.19
H -1.37 -5.85 0.54
C 0.45 4.01 2.72
H -3.26 6.06 -0.62
H 2.57 -6.91 0.25
O -1.91 2.65 -2.37
C -2.01 0.70 1.88
H -4.49 4.60 0.98
H -2.58 -2.64 3.00
C -1.12 0.50 -3.25
C 3.29 -7.33 -0.45
Se 3.44 2.35 0.55
H 1.36 -3.32 -2.40
C 2.78 4.70 3.09
C -3.28 0.95 1.29
H 4.84 5.02 2.68
C 1.73 -3.35 -1.39
H -0.99 2.98 -2.59
C 0.31 -1.26 -4.75
O 4.55 -7.14 0.17
Se 0.11 0.49 -0.35
Sb 2.03 1.75 -1.39
O -3.47 -1.15 0.24
H -3.26 4.38 -1.17
H 2.77 7.22 0.93
H 0.89 4.92 0.52
H 0.88 -1.99 -5.31
O -1.34 -3.00 0.48
H -2.66 -6.11 1.74
O -1.47 -0.45 1.91
H 3.90 6.53 2.66
H 0.57 6.47 1.30
C 0.62 2.78 3.42
C -0.90 -3.09 -3.49
O -5.29 -0.32 1.23
N -1.26 -0.80 -3.02
H 0.11 0.74 3.56
N 1.44 4.99 2.55
C -1.32 1.84 2.38
H -4.19 -2.60 2.24
H 3.09 -8.39 -0.57
C -3.32 -3.23 2.46
N 3.15 -6.72 -1.73
H -1.01 5.11 1.63
C -1.88 -5.43 1.41
Se 0.94 3.73 -2.45
C 2.54 6.21 0.59
H 1.62 -1.53 1.28
C -1.99 1.34 -2.33
C -4.12 -0.22 0.89
H 3.26 -3.23 2.06
H 2.40 6.20 -0.49
C -0.60 -1.65 -3.78
H 3.34 -7.29 -2.55
H 2.80 4.92 4.16
H -1.15 -5.29 2.21
H 4.52 5.59 0.41
C -1.70 3.11 1.97
H -1.81 5.06 -0.46
C 0.51 0.10 -4.93
F 1.64 2.62 4.29
C 2.58 -4.39 -1.03
C -3.70 2.23 1.09
C 3.89 5.47 2.41
C -2.90 5.06 -0.40
C 1.91 -2.37 0.65
C -0.17 1.71 3.17
H 3.01 3.65 2.95
H -3.24 -4.46 -1.19
N 1.36 -2.37 -0.57
H 5.24 -7.50 -0.40
C 2.81 -3.32 1.08
H -0.70 -4.81 -4.22
N 3.69 5.35 0.94
O -2.77 0.77 -1.60
O -0.54 -3.89 -4.50
C -0.79 4.17 2.10
H 3.47 4.27 0.71
C 2.82 -5.43 -2.09
Se 3.21 0.31 -2.91
C 3.16 -4.36 0.24
H -4.37 -5.02 0.07
H 1.26 0.46 -5.62
*
```

Output
Relative energy (zero: lowest compared OMol25 entry of this formula, charge and spin), kcal per mole: 54.6
F_max, eV/A: 3.8
Gap between HOMO and LUMO, hartree: 0.2416
LUMO, eV: 0.1

---

No. 4
C33H40FN6O10PSbScSe4 | the ωB97M-V functional and the def2-TZVPD basis

```
! wB97M-V def2-TZVPD RIJCOSX def2/J DEFGRID3
* xyz 0 1
C 0.37 -2.85 2.10
N 3.46 3.55 0.91
C 0.99 -1.69 3.97
C -1.99 3.33 1.41
O 0.42 1.27 -0.43
N 4.87 0.65 3.62
H 3.42 -0.47 -3.25
Se -4.77 0.79 0.59
H -5.19 -0.63 -3.87
C -5.15 -2.66 -4.61
C 0.84 0.78 -1.49
N -4.19 -3.20 -5.63
H -5.39 -3.45 -3.90
C -1.50 0.84 -2.16
H -2.73 4.07 1.72
O 2.75 0.21 0.52
N 1.47 -0.39 -3.95
C -4.00 -2.21 -6.75
O 1.85 0.45 3.55
C 2.83 4.92 2.78
H 3.08 4.04 4.74
H -6.06 -2.39 -5.15
C -2.23 -0.40 -4.08
C 2.41 -0.16 -2.99
C 0.14 -0.11 -3.69
F -3.77 0.71 -2.68
H -1.72 1.33 -1.22
O 0.48 2.46 2.32
H 4.29 -2.32 4.48
Se -1.22 -0.16 1.64
H -4.43 -0.14 -6.20
Sc 1.01 0.56 1.49
C -2.50 0.41 -2.97
H -2.74 -0.45 -6.62
C -0.92 -0.61 -4.48
H -2.74 2.33 4.04
H 0.09 -2.22 5.85
O 4.15 -1.52 3.96
C 0.47 -2.86 0.58
H -0.14 5.35 2.55
C 0.18 -2.45 4.80
C 3.75 2.76 3.16
H 0.26 4.68 4.14
H 5.09 0.64 2.64
H -2.52 2.41 1.13
H 0.67 -2.89 -4.78
N -3.28 -1.11 -4.72
C -3.61 -0.86 -6.10
O -0.34 -3.67 -0.08
H -0.73 -1.26 -5.32
O 1.32 -2.20 0.02
H -1.26 -4.04 4.79
H -3.23 -2.62 -7.40
H 2.52 0.56 5.70
H -1.44 1.17 4.15
C 2.95 4.66 1.42
Sb -3.70 -0.99 1.85
H -1.30 -3.57 0.23
C -4.47 -1.45 -3.93
H 1.97 -3.11 -5.96
C 5.12 -0.55 4.35
C 1.70 -2.62 -5.03
C 2.16 0.32 -1.75
C 3.22 0.30 -0.68
C -0.18 0.57 -2.51
C 1.67 -0.43 4.38
C 3.88 2.64 1.79
O 2.00 -0.28 5.64
Se -3.94 -1.05 4.26
C -0.46 -3.68 2.84
P -0.85 3.06 2.76
H 4.31 1.74 1.35
H -1.42 3.71 0.56
C 1.87 -1.11 -5.16
H 1.31 -0.70 -6.00
C -0.50 4.72 3.36
H 2.92 -0.87 -5.33
H 5.05 -0.32 5.41
C 4.07 1.63 4.10
N 1.07 -1.88 2.66
H -4.94 -2.17 -7.29
H 2.61 5.40 0.70
Se -3.67 -3.18 0.71
C -1.65 2.24 4.14
O 3.61 1.61 5.24
H 6.12 -0.91 4.11
C -0.57 -3.46 4.21
H -1.05 -4.44 2.36
O 4.40 0.30 -0.99
H 2.34 -3.00 -4.23
H 2.41 5.86 3.12
H -3.29 -3.27 -5.15
H -4.17 -1.71 -2.92
C 3.20 3.93 3.67
H -1.33 2.70 5.07
H -1.41 5.16 3.78
H -4.47 -4.11 -5.97
*
```

Output
Relative energy (zero: lowest compared OMol25 entry of this formula, charge and spin), kcal per mole: 65.8
F_max, eV/A: 2.0
Gap between HOMO and LUMO, hartree: 0.1640
LUMO, eV: -1.2

---

No. 5
C33H40N3O3S2Tl | the ωB97M-V functional and the def2-TZVPD basis

```
! wB97M-V def2-TZVPD RIJCOSX def2/J DEFGRID3
* xyz 0 1
H -2.10 -2.08 2.98
C -0.53 -3.23 -0.26
H -3.32 5.70 0.27
H -2.08 -3.72 3.63
C -1.12 2.80 -2.60
C -2.26 4.43 -1.09
H 1.36 5.47 2.16
C -2.06 -4.63 0.98
H -0.32 2.07 -2.53
H -1.23 3.25 3.75
C -0.29 3.79 3.64
H 2.31 4.15 2.86
C 2.18 -1.16 -1.55
S 0.59 0.11 4.10
C 3.89 -0.08 -2.82
H 4.04 -0.20 6.08
Tl -0.14 0.09 1.08
C 1.56 2.44 -1.32
H -3.39 -5.83 -0.20
C 0.32 3.56 2.26
C -2.03 -2.34 -3.43
H 2.06 4.22 1.12
H 0.14 4.27 -3.57
C -2.60 -5.09 -0.22
C -0.41 -3.28 2.30
C -2.15 -4.59 -1.43
H 0.63 2.52 2.20
C -0.80 -3.03 -2.83
N 1.62 0.00 -1.22
H -2.29 1.41 -3.77
H -0.06 -2.24 -2.68
C 1.57 -2.45 -1.08
H -0.47 4.85 3.84
H 4.77 -0.11 -3.44
H -1.59 4.48 -3.89
C -1.70 4.70 1.25
S 2.53 -0.05 1.81
H 1.26 -4.64 2.07
H 2.42 -0.94 5.98
H 0.40 3.42 4.40
H 3.69 2.07 -2.82
C -2.49 5.02 0.15
H 1.01 -4.06 3.72
H -0.92 -4.84 -4.02
C 1.59 4.40 2.08
C 3.04 -0.11 5.67
C -1.14 -3.65 -1.50
H -2.44 -1.60 -2.74
H 2.57 0.82 5.99
C 2.15 -0.02 3.46
H -1.76 -1.83 -4.36
C 0.51 -4.39 2.81
C -1.05 -3.70 0.99
N 0.71 2.47 -0.25
H -2.93 4.66 -1.91
C -0.79 3.75 -3.75
O 1.90 3.46 -1.91
N 0.51 -2.39 -0.21
H -2.82 -3.06 -3.66
C -1.45 -2.88 3.35
H -0.70 3.18 -4.68
C -0.35 3.28 -0.17
H -2.43 -5.03 1.92
H -2.62 1.33 -2.04
H -3.26 2.67 -2.99
C 3.32 -1.25 -2.35
C 2.18 1.11 -1.68
H -0.06 -5.29 3.05
H 0.69 -4.50 -3.37
H -0.95 -2.52 4.24
O 3.21 -0.11 4.25
H 3.72 -2.23 -2.56
C 3.30 1.13 -2.49
H 0.07 -3.57 -4.74
O 2.05 -3.52 -1.42
H -1.92 5.15 2.21
H 0.23 -2.41 2.11
C -0.20 -4.05 -3.80
C -2.40 2.01 -2.86
C -1.23 3.54 -1.28
H -2.62 -4.92 -2.35
C -0.63 3.84 1.12
*
```

Output
Relative energy (zero: lowest compared OMol25 entry of this formula, charge and spin), kcal per mole: 0.0
F_max, eV/A: 0.2
Gap between HOMO and LUMO (spin up / spin down), hartree: 0.2036 / 0.2061
LUMO (spin up / spin down), eV: -2.2 / -2.2